Record 1
The following is a DFT calculation (ωB97M-V/def2-TZVPD) of a cluster of 3 separate species, C2H7N2O2 in total.

Results
HOMO energy = -16.6158 eV
net charge = +1
2S+1 = 1
LUMO energy = -5.9159 eV
relative energy (zero: lowest compared OMol25 entry of this formula, charge and spin) = 520.9 kJ/mol

Positions of all 13 atoms, in Å:
C1 1.129 -0.467 -2.437
C2 1.324 1.694 0.114
N1 -0.278 -0.432 -0.671
N2 0.089 -1.071 -1.725
O1 -0.428 -2.103 -2.032
O2 2.168 2.422 0.227
H1 1.678 -1.246 -3.035
H2 1.775 0.098 -1.772
H3 0.781 0.237 -3.220
H4 6.230 1.727 1.168
H5 5.733 2.288 0.974
H6 0.333 0.364 -0.338
H7 -0.963 -0.918 -0.040

Record 2
The following is a DFT calculation (ωB97M-V/def2-TZVPD) of a cluster of 4 separate species, C36H73N8O9 in total.

Results
HOMO energy = -9.8458 eV
net charge = +1
2S+1 = 1
LUMO energy = -3.6615 eV

Positions of all 126 atoms, in Å:
C1 9.659 -2.228 2.584
C2 8.467 -1.590 1.895
O1 8.020 -2.385 0.797
C3 8.550 -1.974 -0.447
C4 8.375 -3.060 -1.482
O2 7.027 -3.296 -1.864
C5 6.299 -4.054 -0.931
C6 5.067 -3.412 -0.350
C7 4.588 -2.104 -0.665
N1 5.136 -1.328 -1.669
N2 3.531 -1.591 -0.069
N3 2.865 -2.320 0.808
C8 1.701 -1.595 1.352
C9 2.070 -0.279 2.045
C10 1.001 0.779 1.804
O3 2.167 -0.540 3.455
C11 3.205 -3.563 1.157
C12 2.375 -4.325 2.159
N4 2.668 -3.961 3.553
C13 4.356 -4.119 0.568
C14 4.772 -5.501 0.944
C15 5.193 -5.795 2.234
C16 5.548 -7.103 2.533
C17 5.482 -8.052 1.527
C18 5.066 -7.653 0.261
N5 4.711 -6.406 -0.031
H1 9.994 -1.601 3.411
H2 10.479 -2.407 1.890
H3 9.351 -3.186 3.007
H4 8.689 -0.571 1.563
H5 7.630 -1.540 2.596
H6 9.626 -1.771 -0.364
H7 8.089 -1.032 -0.780
H8 8.898 -2.744 -2.386
H9 8.843 -3.989 -1.141
H10 5.972 -4.989 -1.403
H11 6.933 -4.335 -0.085
H12 6.101 -1.076 -1.511
H13 4.570 -0.501 -1.814
H14 1.186 -2.211 2.074
H15 1.028 -1.412 0.516
H16 3.035 0.102 1.707
H17 0.181 0.643 2.509
H18 0.644 0.694 0.777
H19 1.418 1.779 1.907
H20 3.063 -0.366 3.757
H21 1.321 -4.135 1.967
H22 2.523 -5.392 2.006
H23 1.972 -3.314 3.905
H24 3.547 -3.463 3.624
H25 5.244 -5.019 2.988
H26 5.862 -7.363 3.536
H27 5.745 -9.086 1.705
H28 5.022 -8.374 -0.548
C19 -5.051 -1.276 -3.392
O4 -3.960 -0.418 -3.125
C20 -4.266 0.724 -2.339
C21 -3.709 0.615 -0.936
N6 -4.403 -0.391 -0.150
C22 -3.753 -0.755 1.106
C23 -2.331 -1.293 1.068
O5 -2.165 -2.588 0.515
C24 -2.169 -2.648 -0.899
H29 -4.744 -1.951 -4.189
H30 -5.338 -1.877 -2.522
H31 -5.926 -0.712 -3.729
H32 -5.344 0.910 -2.323
H33 -3.786 1.578 -2.826
H34 -3.817 1.586 -0.441
H35 -2.633 0.412 -1.035
H36 -4.537 -1.222 -0.711
H37 -4.378 -1.516 1.579
H38 -3.764 0.116 1.766
H39 -2.001 -1.385 2.108
H40 -1.636 -0.594 0.581
H41 -1.690 -1.769 -1.343
H42 -3.178 -2.741 -1.306
H43 -1.610 -3.538 -1.189
C25 -3.210 7.053 -6.864
O6 -2.569 6.661 -5.668
C26 -3.391 5.976 -4.736
C27 -3.056 4.503 -4.659
N7 -3.441 3.796 -5.870
C28 -2.919 2.440 -6.000
C29 -1.412 2.215 -5.961
O7 -0.705 2.684 -7.090
C30 -0.437 4.072 -7.110
H44 -2.556 7.767 -7.361
H45 -3.383 6.212 -7.546
H46 -4.169 7.539 -6.661
H47 -4.450 6.125 -4.971
H48 -3.200 6.421 -3.755
H49 -3.598 4.069 -3.811
H50 -1.982 4.424 -4.440
H51 -3.159 4.337 -6.676
H52 -3.285 2.046 -6.951
H53 -3.368 1.824 -5.212
H54 -1.255 1.134 -5.950
H55 -0.959 2.608 -5.040
H56 -0.228 4.458 -6.107
H57 -1.258 4.646 -7.547
H58 0.444 4.223 -7.733
C31 -6.294 5.752 3.557
O8 -5.663 5.430 4.778
C32 -6.492 4.787 5.736
C33 -6.143 3.324 5.896
N8 -6.496 2.553 4.714
C34 -5.958 1.200 4.662
C35 -4.449 0.999 4.740
O9 -3.728 1.428 3.597
C36 -3.491 2.821 3.512
H59 -5.641 6.445 3.029
H60 -6.454 4.875 2.918
H61 -7.259 6.239 3.723
H62 -7.548 4.911 5.477
H63 -6.321 5.285 6.694
H64 -6.693 2.927 6.756
H65 -5.072 3.271 6.137
H66 -6.208 3.058 3.887
H67 -6.298 0.754 3.724
H68 -6.413 0.619 5.471
H69 -4.275 -0.079 4.802
H70 -4.011 1.438 5.645
H71 -3.314 3.263 4.496
H72 -4.313 3.351 3.023
H73 -2.599 2.961 2.900

Record 3
The following is a DFT calculation (ωB97M-V/def2-TZVPD) of a structure of composition C8H21CrF3O4P2S.

Results
HOMO energy (spin up / spin down) = -13.0495 / -13.0514 eV
net charge = +1
2S+1 = 4
LUMO energy (spin up / spin down) = -5.4691 / -5.7202 eV
⟨S²⟩ = 3.820

Positions of all 40 atoms, in Å:
Cr1 -0.340 0.419 -0.319
H1 -2.853 0.977 -2.556
H2 -3.095 1.456 -2.017
P1 0.608 -0.885 -2.018
P2 -0.868 2.028 1.301
C1 -1.690 1.434 2.847
H3 -1.783 2.236 3.601
H4 -2.689 1.044 2.593
H5 -1.095 0.603 3.262
C2 0.586 2.957 1.962
H6 1.081 3.473 1.125
H7 0.284 3.687 2.734
H8 1.299 2.235 2.393
C3 -1.994 3.402 0.770
H9 -2.984 2.983 0.523
H10 -2.107 4.162 1.563
H11 -1.577 3.875 -0.135
C4 2.453 -0.825 -2.076
H12 2.854 -1.447 -2.896
H13 2.763 0.224 -2.207
H14 2.849 -1.184 -1.112
C5 0.275 -2.704 -2.002
H15 -0.803 -2.872 -2.160
H16 0.852 -3.238 -2.778
H17 0.539 -3.100 -1.007
C6 0.155 -0.424 -3.755
H18 0.354 0.651 -3.898
H19 0.731 -1.008 -4.495
H20 -0.923 -0.604 -3.910
C7 -1.437 -0.958 0.417
O1 -2.139 -1.798 0.845
H21 0.590 1.695 -1.060
F1 1.570 -3.912 2.752
C8 1.217 -3.279 1.575
F2 2.185 -3.558 0.629
F3 -0.016 -3.755 1.175
S1 1.138 -1.485 1.873
O2 0.323 -1.140 3.120
O3 2.508 -1.265 2.530
O4 1.178 -0.100 0.810

Record 4
The following is a DFT calculation (ωB97M-V/def2-TZVPD) of a cluster of 2 separate species, C3H11NOP in total.

Results
HOMO energy (spin up / spin down) = -13.5369 / -13.0837 eV
net charge = +1
2S+1 = 1
LUMO energy (spin up / spin down) = -4.6996 / -4.7803 eV
relative energy (zero: lowest compared OMol25 entry of this formula, charge and spin) = 617.7 kJ/mol

Positions of all 17 atoms, in Å:
C1 -1.588 1.937 0.635
C2 -0.616 0.754 0.718
C3 0.662 -1.065 -0.398
N1 -0.356 0.116 -0.623
O1 0.065 -1.973 0.358
P1 2.440 -0.757 -0.346
H1 -2.118 1.995 1.602
H2 -1.161 2.947 0.445
H3 -2.423 1.694 -0.105
H4 -1.070 0.070 1.389
H5 0.264 1.171 1.205
H6 0.742 -1.496 -2.387
H7 0.342 0.684 -1.286
H8 -1.207 -0.272 -1.063
H9 0.581 -2.799 0.386
H10 2.687 -1.621 -1.362
H11 2.757 -1.384 0.833

Record 5
The following is a DFT calculation (ωB97M-V/def2-TZVPD) of the molecule C5H7NO.

Results
HOMO energy = -9.8291 eV
SMILES = C#C[C@H](C)C(N)=O
2S+1 = 1
LUMO energy = 0.8456 eV
relative energy (zero: lowest compared OMol25 entry of this formula, charge and spin) = 186.8 kJ/mol

Positions of all 14 atoms, in Å:
C1 -1.366 0.670 -0.423
C2 -0.460 -1.250 0.706
C3 -1.166 -2.226 0.796
O1 1.076 0.101 -1.715
C4 1.118 0.297 -0.515
N1 2.261 0.763 0.076
C5 -0.128 0.152 0.365
H1 -1.775 1.634 -0.088
H2 -2.112 -0.103 -0.284
H3 -1.105 0.737 -1.481
H4 -1.871 -3.034 0.779
H5 3.056 0.812 -0.541
H6 2.480 0.693 1.059
H7 -0.009 0.753 1.267

Record 6
The following is a DFT calculation (ωB97M-V/def2-TZVPD) of a structure of composition C14H22BrClN2NbO4S.

Results
HOMO energy = -4.3768 eV
net charge = -1
2S+1 = 1
LUMO energy = 1.2954 eV
relative energy (zero: lowest compared OMol25 entry of this formula, charge and spin) = 1116.5 kJ/mol

Positions of all 46 atoms, in Å:
C1 -3.761 -4.869 -0.373
C2 -2.666 -5.856 0.388
S1 -2.132 -5.251 2.079
C3 -0.291 -4.911 2.167
Nb1 0.283 -2.834 1.337
Cl1 -0.065 -3.841 -0.971
Br1 -2.312 -2.208 1.477
C4 0.549 -1.952 3.420
C5 -0.844 -1.763 4.278
O1 -1.063 -2.542 5.374
O2 2.337 -3.344 1.179
N1 3.068 -2.806 2.170
O3 3.449 -1.677 1.905
C6 0.592 -0.832 0.276
C7 1.792 -0.809 -0.889
C8 2.150 0.519 -1.788
C9 1.283 1.918 -1.550
C10 0.117 1.891 -0.387
C11 -0.259 0.545 0.531
H1 -3.116 -3.959 -0.798
H2 -4.373 -5.403 -1.217
H3 -4.442 -4.383 0.472
H4 -1.772 -6.100 -0.352
H5 -3.233 -6.894 0.542
H6 0.283 -5.726 1.532
H7 0.087 -4.987 3.274
H8 1.182 -0.956 3.403
H9 1.202 -2.738 4.037
H10 -1.679 -0.960 4.062
H11 2.428 -1.787 -1.108
H12 2.976 0.501 -2.628
H13 1.524 2.869 -2.219
H14 -0.499 2.895 -0.220
H15 -1.127 0.568 1.329
C12 1.056 5.878 -1.208
O4 0.995 4.687 -0.929
N2 0.732 6.431 -2.428
C13 0.831 7.854 -2.680
C14 0.278 5.562 -3.494
H16 1.389 6.625 -0.469
H17 -0.156 8.234 -2.958
H18 1.533 8.019 -3.503
H19 1.185 8.388 -1.794
H20 -0.624 5.037 -3.165
H21 1.057 4.824 -3.708
H22 0.060 6.140 -4.396

Record 7
The following is a DFT calculation (ωB97M-V/def2-TZVPD) of the molecule C5H10N3P3.

Results
HOMO energy = -6.7598 eV
SMILES = [H]/P=N/P=N/C(C)=P\N=C(C)C
2S+1 = 1
LUMO energy = -1.3683 eV
relative energy (zero: lowest compared OMol25 entry of this formula, charge and spin) = 130.1 kJ/mol

Positions of all 21 atoms, in Å:
C1 -1.295 0.577 1.799
C2 0.354 0.072 -1.638
C3 -2.585 0.940 2.496
C4 -0.769 -0.015 -2.703
C5 1.665 -0.576 -1.855
N1 -0.304 -0.051 2.370
N2 0.075 0.339 -0.386
N3 2.130 -0.552 3.106
P1 -1.417 0.895 0.057
P2 0.871 -0.980 2.051
P3 3.033 0.432 3.924
H1 -3.110 0.185 3.090
H2 -3.241 1.395 1.839
H3 -2.279 1.694 3.191
H4 -1.345 1.022 -2.773
H5 -1.390 -0.795 -2.224
H6 -0.282 -0.535 -3.557
H7 1.623 -1.650 -1.386
H8 2.506 -0.094 -1.356
H9 1.917 -0.719 -2.957
H10 2.905 -0.235 5.187

Record 8
The following is a DFT calculation (ωB97M-V/def2-TZVPD) of a structure of composition C17H32ClN2O3RuSi.

Results
HOMO energy = -11.2835 eV
net charge = +1
2S+1 = 1
LUMO energy = -2.5584 eV
relative energy (zero: lowest compared OMol25 entry of this formula, charge and spin) = 24.7 kJ/mol

Positions of all 57 atoms, in Å:
Ru1 -0.491 -1.786 0.252
C1 -3.590 -0.813 -1.948
C2 -2.130 -0.667 -2.348
C3 -1.913 -0.731 -3.843
O1 -1.349 -1.723 -1.717
C4 -1.554 0.626 -1.766
O2 -1.183 1.555 -2.426
O3 -1.545 0.616 -0.421
H1 -3.991 -1.743 -2.357
H2 -4.179 0.008 -2.358
H3 -3.699 -0.819 -0.864
H4 -2.379 -1.629 -4.253
H5 -0.849 -0.740 -4.078
H6 -2.361 0.138 -4.321
H7 -1.741 -2.567 -1.975
C5 1.137 1.536 -0.166
Si1 -0.585 1.761 0.485
C6 -0.811 1.128 2.224
C7 -1.150 3.519 0.394
C8 -0.927 4.278 1.550
C9 -1.231 5.631 1.590
C10 -1.782 6.246 0.476
C11 -2.015 5.510 -0.678
C12 -1.693 4.162 -0.722
H8 1.852 2.044 0.486
H9 1.212 1.985 -1.158
H10 1.444 0.491 -0.249
H11 0.108 1.214 2.810
H12 -1.130 0.082 2.246
H13 -1.579 1.709 2.737
H14 -0.515 3.818 2.443
H15 -1.050 6.201 2.492
H16 -2.031 7.299 0.504
H17 -2.445 5.987 -1.548
H18 -1.863 3.608 -1.635
Cl1 -2.452 -3.079 1.039
C13 -0.940 -3.685 0.232
H19 -1.227 -4.173 -0.702
H20 -0.454 -4.403 0.901
C14 3.527 -0.933 1.260
C15 3.122 -2.335 0.829
C16 3.588 -3.373 1.846
C17 3.661 -2.651 -0.558
N1 1.635 -2.419 0.685
N2 0.776 -2.239 1.808
H21 4.609 -0.890 1.386
H22 3.092 -0.652 2.224
H23 3.242 -0.191 0.518
H24 4.677 -3.393 1.890
H25 3.250 -4.376 1.571
H26 3.229 -3.147 2.853
H27 4.748 -2.595 -0.549
H28 3.283 -1.943 -1.295
H29 3.385 -3.662 -0.871
H30 1.425 -3.337 0.306
H31 1.088 -1.420 2.324
H32 0.744 -3.034 2.444

Values for energy, eV, ordered as above
-9251.374; -68852.875; -82801.867; -16104.049; -8834.267; -120984.080; -37680.512; -50247.636
Values for largest force on an atom, eV Å⁻¹, ordered as above
4.27; 0.88; 13.58; 4.36; 0.73; 7.97; 3.37; 0.85
Values for molecular weight, g mol⁻¹, ordered as above
91.09; 762.03; 384.26; 108.10; 97.12; 522.67; 205.08; 477.06